Entry 1:
This record from the Open Molecules 2025 dataset describes a 2-piece molecular cluster, C3H7PS2 overall. The level of theory is ωB97M-V with the def2-TZVPD basis set.

Positions of all 13 atoms, in Å:
1 C -1.9545 2.0999 0.7440
2 C -1.0208 1.1298 1.3703
3 C 1.9544 -2.9616 -1.7968
4 P 0.7700 1.3765 1.4100
5 S -1.9605 2.2143 2.5322
6 S 0.6741 -1.8578 -2.4156
7 H -1.5481 2.9598 0.2244
8 H -2.8633 1.7060 0.3063
9 H -1.3452 0.0952 1.4164
10 H 2.5492 -2.4295 -1.0582
11 H 2.5809 -3.2696 -2.6303
12 H 1.4797 -3.8280 -1.3440
13 H 0.6840 2.7651 1.2414

Calculated values
E_HOMO (alpha / beta)   -8.93 / -8.01 eV
Orbital gap (alpha / beta)   7.9 / 6.1 eV
Relative energy (zero: lowest compared OMol25 entry of this formula, charge and spin)   2.700 eV
LUMO (alpha / beta)   -1.0 / -1.9 eV
Charge   0

Entry 2:
This record from the Open Molecules 2025 dataset describes C50H37BO5S3V as an isolated structure. The level of theory is ωB97M-V with the def2-TZVPD basis set.

Positions of all 97 atoms, in Å:
1 V 0.5983 0.0224 -0.5483
2 C -1.6383 5.7370 2.8877
3 C -1.0589 4.3707 2.6421
4 C -1.6536 3.2366 3.1795
5 C -1.1352 1.9677 2.9398
6 C 0.0026 1.8629 2.1660
7 C 0.6293 2.9727 1.6177
8 C 0.0929 4.2207 1.8606
9 S 0.5496 0.2108 1.8429
10 O -0.4177 -0.7545 2.4076
11 C 2.0763 0.1441 2.7621
12 C 2.2949 1.0557 3.8267
13 C 3.4678 1.0116 4.5126
14 C 4.4837 0.0847 4.1690
15 C 5.7325 0.0766 4.8437
16 C 6.7025 -0.8122 4.4931
17 C 6.4720 -1.7449 3.4514
18 C 5.2800 -1.7676 2.7925
19 C 4.2501 -0.8458 3.1338
20 C 3.0030 -0.8151 2.4386
21 C 2.7499 -1.8477 1.3887
22 C 2.4131 -3.1746 1.7756
23 C 2.2207 -3.5290 3.1397
24 C 1.8842 -4.8038 3.4763
25 C 1.7219 -5.7926 2.4745
26 C 1.8966 -5.4809 1.1607
27 C 2.2469 -4.1614 0.7766
28 C 2.4075 -3.8163 -0.5895
29 C 2.6966 -2.5447 -0.9647
30 C 2.8689 -1.5649 0.0469
31 S 3.2052 0.1068 -0.4403
32 O 2.2164 0.2574 -1.6599
33 C 4.8257 0.0618 -1.1011
34 C 5.8588 0.4276 -0.2529
35 C 7.1577 0.3585 -0.7363
36 C 7.4169 -0.0379 -2.0448
37 C 8.8254 -0.0652 -2.5702
38 C 6.3450 -0.3778 -2.8750
39 C 5.0424 -0.3352 -2.4163
40 H -2.6461 5.6727 3.2956
41 H -1.6810 6.3145 1.9633
42 H -1.0261 6.2978 3.5965
43 H -2.5498 3.3392 3.7800
44 H -1.6138 1.0782 3.3276
45 H 1.5140 2.8746 0.9974
46 H 0.5600 5.0956 1.4248
47 H 1.5361 1.7755 4.0949
48 H 3.6399 1.6988 5.3322
49 H 5.9001 0.7896 5.6416
50 H 7.6522 -0.8115 5.0116
51 H 7.2484 -2.4490 3.1821
52 H 5.1172 -2.4909 2.0033
53 H 2.3295 -2.7769 3.9097
54 H 1.7318 -5.0642 4.5151
55 H 1.4501 -6.8000 2.7607
56 H 1.7611 -6.2335 0.3942
57 H 2.2542 -4.5791 -1.3426
58 H 2.7523 -2.2724 -2.0088
59 H 5.6638 0.7473 0.7646
60 H 7.9820 0.6299 -0.0886
61 H 9.5514 -0.1090 -1.7600
62 H 9.0332 0.8337 -3.1536
63 H 8.9855 -0.9228 -3.2230
64 H 6.5394 -0.6781 -3.8976
65 H 4.2143 -0.5788 -3.0681
66 O -1.9784 -1.7776 -0.6276
67 B -0.6568 -1.6049 -1.0342
68 O -0.2490 -2.6946 -1.8280
69 C -1.3453 -3.5410 -1.8753
70 C -1.4578 -4.7498 -2.5182
71 C -2.6850 -5.4036 -2.3875
72 C -3.7263 -4.8463 -1.6487
73 C -3.5901 -3.6134 -1.0092
74 C -2.3730 -2.9916 -1.1488
75 H -0.6450 -5.1652 -3.0986
76 H -2.8307 -6.3585 -2.8744
77 H -4.6649 -5.3785 -1.5718
78 H -4.3913 -3.1674 -0.4368
79 C -8.0066 6.8191 -3.0152
80 C -6.8243 5.9055 -2.7894
81 O -6.6783 4.8675 -3.3650
82 S -5.6407 6.5949 -1.6172
83 C -4.4804 5.2701 -1.4961
84 C -4.2635 4.6817 -0.2550
85 C -3.3323 3.6652 -0.1181
86 C -2.6235 3.2150 -1.2294
87 C -2.8503 3.7985 -2.4760
88 C -3.7641 4.8286 -2.6050
89 C -1.6545 2.1651 -1.0642
90 C -0.8101 1.3088 -0.8691
91 H -8.2724 6.7859 -4.0696
92 H -7.8106 7.8440 -2.7037
93 H -8.8419 6.4289 -2.4320
94 H -4.8308 5.0182 0.6034
95 H -3.1579 3.2078 0.8462
96 H -2.3004 3.4475 -3.3387
97 H -3.9294 5.2898 -3.5683

Calculated values
E_HOMO (alpha / beta)   -10.17 / -10.29 eV
<S²>   2.0304
Orbital gap (alpha / beta)   6.9 / 7.0 eV
2S+1   3
LUMO (alpha / beta)   -3.3 / -3.3 eV
Charge   +1

Entry 3:
This record from the Open Molecules 2025 dataset describes an isolated ion of composition C6H10NS and charge +1. The level of theory is ωB97M-V with the def2-TZVPD basis set.

Positions of all 18 atoms, in Å:
1 C -0.8330 -1.8038 0.4471
2 C -1.5103 -0.8105 1.0187
3 C 0.6560 0.8171 -0.3407
4 C -1.9484 0.8000 -1.0494
5 C -1.9521 0.4260 0.3693
6 C 3.2342 0.0415 0.0979
7 N -0.8675 1.2918 -0.2969
8 S 1.5453 0.0521 0.8235
9 H -0.7275 -2.7194 0.9312
10 H -0.4871 -1.5906 -0.4955
11 H -1.8790 -0.8125 2.0498
12 H 0.9902 1.2693 -1.3200
13 H -1.7567 0.1094 -1.9030
14 H -2.5120 1.6836 -1.3918
15 H -2.5269 1.0246 1.0050
16 H 3.3098 -0.5102 -0.8049
17 H 3.8333 -0.3731 0.8928
18 H 3.4318 1.1047 -0.0332

Calculated values
E_HOMO   -13.54 eV
Orbital gap   8.0 eV
Relative energy (zero: lowest compared OMol25 entry of this formula, charge and spin)   3.478 eV
LUMO   -5.6 eV
Charge   +1

Entry 4:
This record from the Open Molecules 2025 dataset describes a 2-piece molecular cluster, C6H14N5 overall. The level of theory is ωB97M-V with the def2-TZVPD basis set.

Positions of all 25 atoms, in Å:
1 C -1.3154 2.0133 1.0067
2 C 0.4395 0.9414 -2.0552
3 C -0.8128 1.5301 -0.2998
4 C -1.3557 2.1738 -1.4603
5 N 0.1431 0.7404 -0.7483
6 N -0.5680 1.7997 -2.5416
7 H 1.3914 0.6135 -2.5558
8 H -0.7160 2.0710 -3.4517
9 H -2.3039 2.6135 -1.7909
10 H -1.8856 1.2264 1.4295
11 H -1.6581 3.0171 0.8140
12 H -0.7335 1.8599 1.8993
13 C -0.8731 -1.1815 1.8506
14 C 1.1735 -1.6459 0.3185
15 N -0.0632 -1.9740 0.8106
16 N 1.7951 -2.6264 -0.4335
17 N 2.0712 -0.6586 0.8446
18 H -0.4657 -2.9539 0.4593
19 H 1.5493 -3.3307 -1.0089
20 H 2.7688 -2.3499 -0.6433
21 H 1.8021 0.3101 0.8189
22 H 3.0431 -0.8704 0.4945
23 H -0.2821 -0.8168 2.6882
24 H -1.5751 -1.9535 2.2416
25 H -1.5689 -0.5486 1.3129

Calculated values
E_HOMO (alpha / beta)   -17.56 / -17.57 eV
<S²>   0.7658
Orbital gap (alpha / beta)   10.2 / 6.6 eV
Relative energy (zero: lowest compared OMol25 entry of this formula, charge and spin)   2.684 eV
2S+1   2
LUMO (alpha / beta)   -7.4 / -11.0 eV
Charge   +2

| no. | DFT total energy (a.u.) | largest force on an atom (eV/A) |
| --- | --- | --- |
| 1 | -1256.1009 | 0.74 |
| 2 | -4466.9368 | 1.17 |
| 3 | -687.1548 | 7.10 |
| 4 | -510.0903 | 6.72 |